Entry 1:
Computed, not measured: a molecular structure, C28H32N4O2STeW, with wB97M-V/def2-TZVPD.

Cartesian coordinates (Å):
W -0.972 0.628 -0.018
C -2.589 -1.639 1.532
C -3.773 -0.918 0.881
N -3.276 -0.002 -0.199
C -4.150 1.202 -0.346
C -4.114 2.127 0.875
S -2.474 2.205 1.712
C -2.664 1.096 3.178
C -1.607 -0.001 3.163
N -1.469 -0.690 1.840
H -2.931 -2.153 2.438
H -2.208 -2.406 0.842
H -4.468 -1.669 0.484
H -4.334 -0.335 1.612
H -3.389 -0.524 -1.084
H -3.821 1.744 -1.243
H -5.197 0.906 -0.507
H -4.336 3.150 0.558
H -4.861 1.873 1.627
H -2.520 1.722 4.063
H -3.679 0.710 3.215
H -0.632 0.444 3.407
H -1.849 -0.727 3.949
H -0.655 -1.311 1.964
O -0.868 2.368 -0.442
C -0.928 3.348 -1.381
C -0.605 4.665 -1.102
C -0.698 5.622 -2.109
C -1.108 5.269 -3.394
C -1.411 3.957 -3.694
C -1.312 2.958 -2.702
C -1.441 1.586 -3.020
N -1.244 0.618 -2.137
N -1.065 -0.621 -2.695
C -0.565 -1.478 -1.862
O -0.554 -1.087 -0.551
C 0.100 -2.666 -2.315
C 1.218 -3.121 -1.588
C 2.011 -4.117 -2.111
C 1.697 -4.689 -3.343
C 0.588 -4.252 -4.059
C -0.206 -3.242 -3.560
H -0.279 4.941 -0.110
H -0.442 6.649 -1.892
H -1.174 6.028 -4.160
H -1.712 3.680 -4.693
H -1.591 1.281 -4.054
H 1.479 -2.621 -0.660
H 2.893 -4.447 -1.582
H 2.329 -5.461 -3.754
H 0.353 -4.708 -5.007
H -1.057 -2.884 -4.114
C 4.857 1.251 2.920
Te 1.458 1.044 0.929
C 2.454 -0.488 2.403
C 3.858 -0.893 2.152
C 4.138 -2.179 1.732
C 5.450 -2.669 1.641
C 6.540 -1.880 2.010
C 6.317 -0.592 2.425
C 4.986 -0.041 2.502
H 3.907 1.757 2.982
H 5.731 1.822 3.203
H 1.827 -1.375 2.407
H 2.389 0.025 3.361
H 3.334 -2.868 1.514
H 5.622 -3.680 1.295
H 7.543 -2.282 1.966
H 7.148 0.040 2.708

Atoms 1-6, force components in eV/Å:
W -2.4 -0.1 2.2
C -0.5 -0.1 -0.4
C 0.4 -0.2 0.4
N 0.0 -0.2 -0.3
C 0.0 0.2 -0.1
C 0.2 0.1 0.0

Values from the calculation:
gap between HOMO and LUMO = 5.04 eV
E_HOMO = -18.45 eV
E = -2187.47899 hartree
total charge = +4

natural (NBO) atomic charge list, values in e, 4 entries: 1.599, -0.250, -0.253, -0.633


Entry 2:
Computed, not measured: a gas-phase ion, C28H32N5O (charge +1), with wB97M-V/def2-TZVPD.

Cartesian coordinates (Å):
C -1.260 -4.022 -4.491
C -1.332 -3.057 -3.384
C -1.195 -3.082 -2.037
N -1.501 -1.794 -1.558
C -1.809 -1.470 -0.195
C -0.691 -0.800 0.583
C -0.151 0.397 0.265
N 0.670 1.133 1.084
C 1.202 2.396 0.594
C 2.022 2.226 -0.693
C 2.599 3.525 -1.201
C 3.967 3.631 -1.464
C 4.507 4.861 -1.844
C 3.677 5.972 -2.029
C 2.301 5.844 -1.812
C 1.757 4.618 -1.422
C 2.017 2.901 1.779
O 2.679 3.937 1.830
N 1.883 1.984 2.784
C 2.561 2.166 4.047
C 1.039 0.826 2.481
C 1.861 -0.464 2.612
C -0.150 0.798 3.457
C -2.378 -2.742 0.468
C -3.497 -3.361 -0.102
C -4.058 -4.501 0.486
C -3.541 -4.997 1.692
C -4.178 -6.114 2.346
N -4.748 -6.997 2.865
C -2.406 -4.403 2.241
C -1.799 -3.316 1.606
C -1.764 -1.009 -2.615
C -2.219 0.391 -2.679
N -1.666 -1.761 -3.707
H -1.049 -5.033 -4.117
H -2.220 -4.046 -5.047
H -0.462 -3.727 -5.200
H -0.997 -3.935 -1.408
H -2.632 -0.729 -0.230
H -0.371 -1.260 1.521
H -0.378 0.871 -0.698
H 0.364 3.095 0.413
H 2.835 1.510 -0.486
H 1.374 1.788 -1.473
H 4.600 2.750 -1.329
H 5.580 4.951 -1.999
H 4.096 6.931 -2.341
H 1.639 6.697 -1.946
H 0.682 4.499 -1.259
H 3.143 3.089 3.976
H 1.839 2.246 4.872
H 3.236 1.321 4.242
H 2.810 -0.347 2.070
H 2.075 -0.632 3.676
H 1.334 -1.333 2.211
H -0.540 1.816 3.592
H -0.959 0.148 3.109
H 0.207 0.437 4.431
H -3.985 -2.961 -1.001
H -4.919 -5.005 0.036
H -1.983 -4.769 3.176
H -0.887 -2.909 2.043
H -2.316 0.840 -1.686
H -1.482 0.954 -3.275
H -3.184 0.448 -3.211
H -1.847 -1.421 -4.647

Atoms 1-6, force components in eV/Å:
C 0.2 -0.8 -0.6
C 0.0 0.4 0.1
C -0.2 0.1 -0.4
N 0.2 -0.5 -2.3
C -0.3 0.6 2.0
C 0.3 -0.3 0.2

Values from the calculation:
gap between HOMO and LUMO = 8.04 eV
E_HOMO = -10.73 eV
E = -1434.97059 hartree
total charge = +1
energy above the lowest of the compared OMol25 structures with the same formula, charge and spin = 0.0 kcal/mol
SMILES = Cc1cn([C@H](/C=C/N2[C@H](Cc3ccccc3)C(=O)N(C)C2(C)C)c2ccc(C#N)cc2)c(C)[nH+]1

natural (NBO) atomic charge list, values in e, 4 entries: -0.660, 0.162, -0.062, -0.289